(1)
Below is C5H4O2 in the gas phase, with properties calculated with the ωB97M-V functional and the def2-TZVPD basis.

For the energy above the lowest of the compared OMol25 structures with the same formula, charge and spin, the calculation gives 2.8919 eV. For the HOMO energy (spin up / spin down), the calculation gives -8.54 / -8.21 eV. The spin multiplicity is 1. The LUMO energy (spin up / spin down) comes out at -0.9 / -0.9 eV. As for the total charge: 0. As for the orbital gap (spin up / spin down): 7.64 / 7.30 eV.

Atoms and positions in Å:
C  -0.75  -0.82  0.45
C  0.55  -0.85  0.02
C  -1.80  0.25  0.28
C  1.02  0.43  -0.42
C  -1.27  1.53  -0.03
O  -2.97  -0.02  0.42
O  0.12  1.51  -0.37
H  -1.19  -1.82  0.76
H  1.11  -1.85  -0.17
H  2.05  0.84  -0.55
H  -1.79  2.38  -0.46

=====

(2)
Below is C5H4O2 in the gas phase, with properties calculated with the ωB97M-V functional and the def2-TZVPD basis.

For the energy above the lowest of the compared OMol25 structures with the same formula, charge and spin, the calculation gives 0.0641 eV. For the HOMO energy, the calculation gives -9.17 eV. The spin multiplicity is 1. The LUMO energy comes out at 0.2 eV. As for the total charge: 0. As for the orbital gap: 9.33 eV. The SMILES is O=c1cccco1.

Atoms and positions in Å:
O  2.22  1.42  0.76
C  1.25  0.82  0.39
C  1.15  -0.61  0.07
C  -0.03  -1.14  -0.32
C  -1.23  -0.34  -0.37
C  -1.13  0.95  -0.01
O  0.05  1.54  0.26
H  2.03  -1.22  0.20
H  -0.11  -2.20  -0.53
H  -2.19  -0.78  -0.61
H  -1.98  1.60  0.18

=====

(3)
Below is C5H4O2 in the gas phase, with properties calculated with the ωB97M-V functional and the def2-TZVPD basis.

For the energy above the lowest of the compared OMol25 structures with the same formula, charge and spin, the calculation gives 1.5351 eV. For the HOMO energy, the calculation gives -8.79 eV. The spin multiplicity is 1. The LUMO energy comes out at 0.6 eV. As for the total charge: 0. As for the orbital gap: 9.36 eV. The SMILES is O=C=C/C=C\C=O.

Atoms and positions in Å:
O  2.23  -1.53  0.69
C  1.75  -0.56  0.27
C  1.28  0.58  -0.23
C  -0.07  1.12  -0.02
C  -1.21  0.43  0.12
C  -1.23  -1.06  -0.02
O  -0.69  -1.84  0.71
H  2.00  1.13  -0.82
H  -0.13  2.21  -0.05
H  -2.16  0.94  0.25
H  -1.77  -1.42  -0.92

=====

(4)
Below is a molecular structure, C5H4O2, with properties calculated with the ωB97M-V functional and the def2-TZVPD basis.

For the energy above the lowest of the compared OMol25 structures with the same formula, charge and spin, the calculation gives 3.9488 eV. For the HOMO energy, the calculation gives -8.87 eV. The spin multiplicity is 1. The LUMO energy comes out at -1.3 eV. As for the total charge: 0. As for the orbital gap: 7.61 eV.

Atoms and positions in Å:
O  -0.49  2.30  -0.48
C  -0.29  1.15  -0.18
C  -1.23  -0.04  -0.20
C  -0.44  -1.31  0.11
C  0.88  -0.89  0.37
C  1.08  0.61  0.31
O  2.06  1.25  0.58
H  -1.97  0.06  0.60
H  -1.81  -0.10  -1.13
H  0.59  -1.47  -0.71
H  1.66  -1.56  0.72

=====

(5)
Below is a molecular structure, C5H4O2, with properties calculated with the ωB97M-V functional and the def2-TZVPD basis.

For the energy above the lowest of the compared OMol25 structures with the same formula, charge and spin, the calculation gives 4.3890 eV. For the HOMO energy, the calculation gives -9.03 eV. The spin multiplicity is 1. The LUMO energy comes out at -0.6 eV. As for the total charge: 0. As for the orbital gap: 8.45 eV.

Atoms and positions in Å:
O  2.30  -1.21  0.25
C  1.93  -0.13  0.05
O  -0.81  -2.25  0.17
C  -1.52  -1.30  -0.07
C  -1.07  0.09  -0.10
C  0.16  0.63  0.03
C  1.54  1.07  -0.28
H  -2.62  -1.42  -0.20
H  -1.85  0.86  -0.12
H  0.11  1.54  0.57
H  1.83  2.13  -0.30

=====

(6)
Below is a molecular structure, C5H4O2, with properties calculated with the ωB97M-V functional and the def2-TZVPD basis.

For the energy above the lowest of the compared OMol25 structures with the same formula, charge and spin, the calculation gives 4.4965 eV. For the HOMO energy, the calculation gives -8.62 eV. The spin multiplicity is 1. The LUMO energy comes out at 0.9 eV. As for the total charge: 0. As for the orbital gap: 9.56 eV.

Atoms and positions in Å:
C  -0.45  -0.60  1.53
C  -0.36  0.77  0.00
C  0.21  1.48  -1.11
C  0.56  -0.85  -1.21
C  0.02  -0.63  0.02
H  0.19  -0.57  2.46
H  -1.33  -1.39  1.82
H  0.23  2.39  -1.51
H  1.10  -1.71  -1.45
O  -0.99  0.68  1.30
O  0.82  0.44  -1.86

=====

(7)
Below is C5H4O2 in the gas phase, with properties calculated with the ωB97M-V functional and the def2-TZVPD basis.

For the energy above the lowest of the compared OMol25 structures with the same formula, charge and spin, the calculation gives 2.8450 eV. For the HOMO energy, the calculation gives -9.77 eV. The spin multiplicity is 1. The LUMO energy comes out at 0.4 eV. As for the total charge: 0. As for the orbital gap: 10.14 eV. The SMILES is C#CC(C=O)C=O.

Atoms and positions in Å:
C  0.83  -1.82  -1.06
C  0.12  -1.16  -0.34
C  -0.35  -0.11  0.52
C  -1.41  0.76  -0.10
O  -2.25  1.33  0.53
C  1.01  0.81  0.55
O  1.46  1.43  -0.35
H  1.23  -2.60  -1.65
H  -0.62  -0.46  1.51
H  -1.31  0.87  -1.20
H  1.29  0.95  1.60

=====

(8)
Below is a molecular structure, C5H4O2S, with properties calculated with the ωB97M-V functional and the def2-TZVPD basis.

For the energy above the lowest of the compared OMol25 structures with the same formula, charge and spin, the calculation gives 2.9327 eV. For the HOMO energy, the calculation gives -9.17 eV. The spin multiplicity is 1. The LUMO energy comes out at 0.1 eV. As for the total charge: 0. As for the orbital gap: 9.31 eV.

Atoms and positions in Å:
C  -0.66  0.32  0.30
C  -0.51  1.65  -0.45
C  0.79  0.12  -0.18
C  -1.61  -0.66  -0.23
C  -2.38  -1.47  -0.67
H  -0.55  -0.34  2.10
H  -0.52  2.52  0.19
H  -1.17  1.77  -1.31
H  -3.09  -2.20  -1.05
O  -0.77  0.51  1.68
O  0.84  1.28  -0.85
S  1.94  -0.99  0.05

=====

(9)
Below is a molecular structure, C5H4O4Sc, with properties calculated with the ωB97M-V functional and the def2-TZVPD basis.

For the HOMO energy (spin up / spin down), the calculation gives -26.39 / -24.30 eV. The spin multiplicity is 2. The LUMO energy (spin up / spin down) comes out at -16.7 / -20.4 eV. As for the total charge: +4. As for the orbital gap (spin up / spin down): 9.68 / 3.88 eV. As for the expectation value of S²: 1.761.

Atoms and positions in Å:
C  0.84  0.91  0.41
C  1.64  0.01  0.55
H  2.31  -0.84  0.61
H  -0.35  -0.68  1.50
O  0.35  -1.18  3.60
C  -0.85  -1.55  3.13
O  -1.64  -2.17  3.83
O  -1.10  -1.15  1.95
Sc  -3.49  -3.04  3.82
C  1.56  -1.90  4.88
C  0.59  -1.05  5.10
O  2.22  -2.91  5.09
H  -0.22  -1.18  5.83
H  3.14  -2.90  4.75

=====

(10)
Below is a molecular structure, C5H4OS2, with properties calculated with the ωB97M-V functional and the def2-TZVPD basis.

For the energy above the lowest of the compared OMol25 structures with the same formula, charge and spin, the calculation gives 3.3776 eV. For the HOMO energy, the calculation gives -8.56 eV. The spin multiplicity is 1. The LUMO energy comes out at -0.4 eV. As for the total charge: 0. As for the orbital gap: 8.16 eV.

Atoms and positions in Å:
C  -0.49  1.54  -1.20
C  -1.10  0.35  -0.73
C  0.85  1.38  -1.02
C  -0.05  -0.33  -0.24
C  0.17  -2.00  2.12
O  1.21  0.24  -0.56
S  0.04  -0.99  3.43
S  0.35  -1.80  0.33
H  -0.83  2.35  -1.82
H  -2.16  0.17  -0.62
H  1.58  2.16  -1.21
H  0.43  -3.07  1.52

=====

(11)
Below is a molecular structure, C5H4OSc, with properties calculated with the ωB97M-V functional and the def2-TZVPD basis.

For the HOMO energy (spin up / spin down), the calculation gives -16.06 / -16.08 eV. The spin multiplicity is 2. The LUMO energy (spin up / spin down) comes out at -10.4 / -10.5 eV. As for the total charge: +2. As for the orbital gap (spin up / spin down): 5.62 / 5.61 eV. As for the expectation value of S²: 0.751.

Atoms and positions in Å:
C  2.86  -0.77  1.68
H  3.72  -0.87  1.00
H  1.79  -2.24  3.05
H  2.88  -0.64  2.87
C  2.03  -1.99  2.01
C  1.57  -0.78  1.08
C  0.60  -0.18  0.43
C  -0.30  0.39  -0.25
O  -1.10  0.93  -0.95
Sc  -2.95  0.94  -2.16
H  2.14  -2.90  1.42

=====

(12)
Below is a molecular structure, C5H4S, with properties calculated with the ωB97M-V functional and the def2-TZVPD basis.

For the energy above the lowest of the compared OMol25 structures with the same formula, charge and spin, the calculation gives 6.0565 eV. For the HOMO energy (spin up / spin down), the calculation gives -7.91 / -7.91 eV. The spin multiplicity is 1. The LUMO energy (spin up / spin down) comes out at -2.6 / -2.6 eV. As for the total charge: 0. As for the orbital gap (spin up / spin down): 5.28 / 5.28 eV.

Atoms and positions in Å:
C  -1.61  -0.73  -0.06
C  -2.52  -1.45  -0.34
C  0.89  -0.30  -0.01
C  0.79  0.92  -0.81
C  -0.56  -0.13  0.61
S  -0.51  1.63  0.04
H  1.25  -1.15  -0.61
H  1.45  -0.16  0.86
H  1.48  1.51  -1.33
H  -0.66  -0.14  1.66

=====

Molar mass (computed, g/mol): 96.1 96.1 96.1 96.1 96.1 96.1 96.1 128.2 173.0 144.2 125.0 96.2